DFT (ωB97M-V/def2-TZVPD) results for a cluster of 9 separate species, C48H124BrN8O6 in total in a non-equilibrium geometry.

Results
- E_HOMO (alpha / beta) (eV) = -14.93 / -19.40
- E_LUMO (alpha / beta) (hartree) = -0.418 / -0.450
- expectation value of S² = 0.7512
- spin multiplicity = 2
- Kohn-Sham gap (alpha / beta) (eV) = 3.55 / 7.16
- total charge = +6

Geometry as XYZ:
```
187
C48H124BrN8O6, DFT ωB97M-V/def2-TZVPD
C 22.1404 1.8483 -18.1356
N 20.7372 2.3570 -18.0892
C 20.0002 1.9887 -16.7595
C 20.8082 3.9209 -18.2454
C 19.8627 1.7385 -19.2309
C 19.9389 2.3652 -20.6941
O 21.2350 2.5387 -21.1986
H 22.6892 2.1782 -19.0177
H 22.2143 0.7657 -18.0319
H 22.6352 2.2237 -17.2399
H 19.8545 0.9112 -16.8372
H 19.1649 2.6734 -16.6128
H 20.7471 2.2587 -16.0130
H 21.1753 4.3243 -17.3016
H 19.8185 4.2982 -18.5029
H 21.5098 4.1612 -19.0442
H 18.8229 1.9212 -18.9595
H 20.0359 0.6627 -19.2594
H 19.4718 3.3496 -20.7240
H 19.3684 1.7949 -21.4272
H 21.2945 2.2016 -22.0955
C 19.5583 -2.7468 -18.3408
N 19.2353 -3.3196 -19.7605
C 18.6523 -4.7051 -19.5722
C 18.0894 -2.4846 -20.3724
C 20.4076 -3.3387 -20.7815
C 21.1822 -2.0466 -21.1867
O 20.2060 -1.3292 -21.9263
H 20.3954 -3.1958 -17.8063
H 18.6419 -2.8862 -17.7671
H 19.7851 -1.6857 -18.4435
H 17.8465 -4.7192 -18.8384
H 19.4720 -5.2877 -19.1518
H 18.1953 -5.0124 -20.5129
H 18.0397 -2.7140 -21.4368
H 18.3613 -1.4294 -20.3999
H 17.0876 -2.6812 -19.9905
H 19.9802 -3.7156 -21.7107
H 21.1618 -4.0461 -20.4366
H 22.0393 -2.2362 -21.8330
H 21.5167 -1.4592 -20.3317
H 20.6281 -0.8329 -22.6314
C 24.6197 -0.0809 -20.1866
N 26.0967 0.2108 -20.5553
C 26.9651 -1.0609 -20.4795
C 26.0058 0.7540 -22.0032
C 26.8033 1.2746 -19.6151
C 26.3832 2.7379 -19.6983
O 25.0117 2.9538 -19.9846
H 24.5367 -0.5214 -19.1930
H 24.4038 -0.8298 -20.9486
H 23.9035 0.7028 -20.4333
H 27.9318 -0.8143 -20.9187
H 26.5090 -1.8194 -21.1156
H 26.9894 -1.3855 -19.4393
H 25.2894 1.5736 -22.0591
H 25.6618 -0.1079 -22.5750
H 27.0657 0.9405 -22.1759
H 27.8769 1.1813 -19.7791
H 26.5265 0.9880 -18.6005
H 26.8790 3.2033 -20.5502
H 26.7172 3.2572 -18.8001
H 24.7708 3.7379 -19.4857
C 25.8105 -2.3668 -14.6886
N 25.4446 -3.7354 -15.2820
C 26.4554 -4.0495 -16.4382
C 25.6607 -4.8485 -14.2118
C 23.9743 -3.8162 -15.8905
C 22.8148 -3.9127 -14.8833
O 22.8048 -5.2747 -14.4320
H 25.5557 -1.6187 -15.4393
H 26.8691 -2.4415 -14.4396
H 25.1645 -2.2916 -13.8140
H 26.5261 -5.1208 -16.6261
H 27.4534 -3.8886 -16.0303
H 26.0928 -3.5404 -17.3312
H 26.6737 -4.6729 -13.8498
H 25.4929 -5.7826 -14.7479
H 24.9268 -4.8239 -13.4062
H 23.9085 -4.5346 -16.7075
H 23.8808 -2.8703 -16.4241
H 21.9567 -3.8153 -15.5484
H 22.7834 -3.1843 -14.0730
H 22.2775 -5.4140 -13.6419
C 22.6143 -2.9892 -25.2449
N 23.9439 -3.7016 -24.8666
C 24.4039 -4.5462 -26.0694
C 25.0090 -2.6818 -24.3872
C 23.7024 -4.6443 -23.6575
C 22.8505 -5.9059 -23.8927
O 21.6612 -5.6097 -24.4362
H 21.8836 -3.5728 -25.8049
H 22.9521 -2.3230 -26.0387
H 22.2902 -2.4143 -24.3773
H 24.6417 -4.0207 -26.9942
H 23.6840 -5.3122 -26.3576
H 25.2707 -5.1188 -25.7393
H 25.9184 -3.2697 -24.2630
H 24.6576 -2.0770 -23.5512
H 25.2144 -1.9546 -25.1727
H 23.2355 -4.0428 -22.8776
H 24.7203 -4.8846 -23.3507
H 22.5601 -6.3764 -22.9534
H 23.1963 -6.5950 -24.6632
H 20.9044 -6.0462 -24.0382
C 24.2732 -8.0832 -19.3271
N 22.8233 -8.0289 -18.7352
C 22.7045 -6.9873 -17.6314
C 21.9159 -7.5439 -19.9077
C 22.3123 -9.3127 -18.0886
C 23.4005 -9.9528 -17.1296
O 24.0342 -9.2565 -16.1142
H 24.4461 -7.0340 -19.5665
H 24.2345 -8.8046 -20.1433
H 24.9908 -8.5088 -18.6257
H 21.7721 -7.1093 -17.0802
H 22.7506 -6.0343 -18.1584
H 23.5135 -7.0585 -16.9044
H 20.9303 -7.6321 -19.4507
H 21.9821 -8.3187 -20.6716
H 22.1378 -6.5611 -20.3234
H 22.1283 -10.0406 -18.8788
H 21.3767 -9.1116 -17.5668
H 24.1161 -10.4774 -17.7627
H 22.8701 -10.7700 -16.6407
H 24.8851 -9.0058 -16.4813
C 16.8304 2.3607 -23.1675
C 17.0409 0.9074 -22.6530
C 17.7814 0.0155 -23.6223
C 17.0517 -0.6474 -24.8128
N 17.8696 -1.6151 -25.6927
C 16.9543 -2.5018 -26.5281
C 17.7980 -3.7128 -26.9590
C 18.9731 -3.7179 -25.8753
C 18.5988 -2.6750 -24.8016
C 18.7258 -0.6909 -26.6217
H 17.7111 2.9602 -22.9371
H 16.1888 2.9350 -22.4992
H 16.5658 2.4259 -24.2229
H 16.0986 0.3673 -22.5604
H 17.3177 0.9536 -21.5997
H 18.2257 -0.8072 -23.0621
H 18.7033 0.5287 -23.8956
H 16.7169 0.1282 -25.5016
H 16.1491 -1.0942 -24.3958
H 16.5331 -1.8832 -27.3206
H 16.2174 -2.8555 -25.8069
H 18.1167 -3.6090 -27.9962
H 17.3087 -4.6865 -26.9818
H 19.9133 -3.3822 -26.3128
H 19.1650 -4.6756 -25.3915
H 19.4484 -2.3169 -24.2202
H 17.8130 -3.0626 -24.1532
H 18.0682 -0.0996 -27.2589
H 19.3076 -1.2818 -27.3292
H 19.4796 -0.3142 -25.9303
C 13.8327 -6.1370 -15.4928
C 15.3662 -6.0837 -15.1858
C 15.9188 -4.7084 -14.9858
C 17.1056 -4.7156 -14.0470
N 17.6315 -3.3156 -13.6713
C 18.0997 -2.4145 -14.8512
C 19.2721 -1.6487 -14.3133
C 19.5525 -2.1209 -12.9712
C 18.9851 -3.5047 -12.9305
C 16.6431 -2.6551 -12.6971
H 13.5753 -5.8825 -16.5209
H 13.1937 -5.4665 -14.9183
H 13.5670 -7.1908 -15.4087
H 15.9614 -6.7357 -15.8252
H 15.4815 -6.6449 -14.2585
H 15.1449 -4.1480 -14.4613
H 15.9720 -4.1073 -15.8935
H 18.0449 -5.1744 -14.3559
H 16.8225 -5.2377 -13.1331
H 17.1766 -1.8951 -15.1086
H 18.3554 -2.9976 -15.7359
H 19.3689 -0.5637 -14.3523
H 20.1351 -1.9814 -14.8901
H 19.1347 -1.5273 -12.1581
H 20.6014 -2.3199 -12.7516
H 18.8131 -3.9916 -11.9706
H 19.5941 -4.2515 -13.4401
H 16.4596 -3.3123 -11.8471
H 15.6506 -2.4386 -13.0924
H 17.1577 -1.7619 -12.3430
Br 22.1337 0.3998 -23.7503
```

***

DFT (ωB97M-V/def2-TZVPD) results for a structure of composition C48H127F3N11O13Sr in a non-equilibrium geometry.

Results
- E_HOMO (eV) = -8.58
- E_LUMO (hartree) = -0.211
- spin multiplicity = 1
- Kohn-Sham gap (eV) = 2.84
- total charge = +1

Geometry as XYZ:
```
203
C48H127F3N11O13Sr, DFT ωB97M-V/def2-TZVPD
Sr 4.5922 -1.3248 1.8109
C 0.0352 1.5342 -1.0012
O -0.8830 0.5050 -0.5592
O 1.2635 1.0967 -0.4701
C -0.0316 1.7564 -2.5476
F 0.8364 2.6868 -3.0084
F -0.1159 0.6215 -3.2535
F -1.1447 2.4265 -2.8286
C -2.2734 0.7577 -0.6279
C -2.8729 -0.2539 0.2706
H -2.7516 -1.2049 -0.2479
H -2.5185 -0.4081 1.2898
H -3.9476 -0.0759 0.3074
H -2.6270 0.6962 -1.6571
H -2.5718 1.6996 -0.1676
H -0.2284 2.5184 -0.6141
C 2.9418 4.9541 4.0038
C 3.9356 3.8995 4.5289
C 4.7915 4.3614 5.7073
O 3.9294 5.0269 6.6663
C 4.5014 5.4510 7.8850
N 3.2389 2.5971 4.7627
H 2.0101 5.0819 4.5549
H 2.4911 4.5353 3.1040
H 3.4355 5.8965 3.7665
H 4.7106 3.5992 3.8237
H 5.6267 4.9802 5.3790
H 5.2171 3.4499 6.1268
H 4.6540 4.5976 8.5458
H 3.9080 6.2771 8.2767
H 5.4376 5.9950 7.7596
H 2.5600 2.5675 4.0155
H 2.5519 2.8449 5.4604
C 4.4961 9.9400 -3.8962
C 3.8711 8.5090 -3.9391
C 4.3326 7.6209 -5.1010
O 3.9180 8.1307 -6.3662
C 3.1264 7.2177 -7.1159
N 4.3035 7.9060 -2.7115
H 4.1624 10.4469 -4.8017
H 5.5821 9.9410 -3.9890
H 4.2539 10.5062 -2.9968
H 2.8046 8.7332 -3.9601
H 4.0614 6.6094 -4.7986
H 5.4108 7.5223 -5.2265
H 2.9830 7.5868 -8.1314
H 2.1338 7.0300 -6.7063
H 3.5517 6.2306 -7.2971
H 4.4197 6.9027 -2.7108
H 3.7243 8.0816 -1.9030
C -3.4002 -4.0496 -6.1363
C -3.9336 -3.9814 -4.7235
C -4.5734 -5.2822 -4.1464
O -5.6411 -5.6505 -4.9849
C -6.5432 -6.6018 -4.4299
N -2.7616 -3.6061 -3.9494
H -4.1451 -4.2695 -6.9010
H -2.7424 -4.9183 -6.1073
H -2.8123 -3.1936 -6.4678
H -4.6282 -3.1497 -4.6055
H -4.8201 -5.1792 -3.0897
H -3.8116 -6.0567 -4.2349
H -6.0786 -7.5584 -4.1911
H -7.3605 -6.8233 -5.1163
H -6.9992 -6.2704 -3.4971
H -2.5529 -2.6208 -4.0245
H -3.1484 -3.7429 -3.0265
C 8.4157 3.7512 -0.6242
C 7.4816 2.7497 -1.3726
C 8.1943 2.7380 -2.8521
O 7.5628 1.6597 -3.5698
C 8.1848 1.2784 -4.7987
N 7.5912 1.4428 -0.7371
H 8.1856 3.9537 0.4218
H 8.3616 4.6738 -1.2020
H 9.4786 3.5130 -0.6652
H 6.4297 2.9989 -1.5117
H 9.2406 2.4650 -2.7141
H 8.1798 3.6796 -3.4011
H 8.9863 0.6013 -4.5035
H 8.6169 2.1350 -5.3159
H 7.4485 0.8199 -5.4588
H 8.5850 1.3183 -0.6065
H 7.5130 1.0195 -1.6507
C 6.6812 -4.8752 -3.5886
C 5.7849 -3.7378 -3.0854
C 4.7348 -3.3681 -4.2359
O 3.9551 -4.4983 -4.6372
C 2.9854 -4.1746 -5.6559
N 5.1856 -4.1157 -1.7732
H 6.8444 -5.0909 -4.6446
H 6.5708 -5.7886 -3.0041
H 7.6645 -4.5642 -3.2358
H 6.2617 -2.7910 -2.8316
H 5.3282 -3.0660 -5.0989
H 4.0178 -2.6248 -3.8874
H 2.4635 -3.2574 -5.3831
H 2.2842 -5.0026 -5.7594
H 3.5039 -3.9728 -6.5933
H 5.9660 -4.6638 -1.4405
H 4.3470 -4.5913 -2.0740
C -0.4620 -4.0736 4.4291
C 0.7090 -3.0926 4.2407
C 1.9488 -3.4920 5.1278
O 2.9310 -2.5485 5.2483
C 3.5954 -2.5899 6.5155
N 1.2376 -3.1240 2.8930
H -1.2906 -3.8872 3.7459
H -0.8910 -4.0009 5.4285
H -0.0925 -5.0938 4.3260
H 0.5095 -2.0536 4.5028
H 2.3160 -4.5139 5.0328
H 1.4571 -3.5569 6.0984
H 4.1705 -3.5037 6.6646
H 2.8551 -2.3189 7.2682
H 4.3436 -1.7979 6.4821
H 0.6464 -2.5463 2.3126
H 1.0277 -3.9978 2.4320
C -7.6513 2.3840 -6.6379
C -6.7354 3.0292 -5.5617
C -6.8725 2.4403 -4.1226
O -6.2615 3.2826 -3.1548
C -7.0506 4.2790 -2.5001
N -5.3704 2.9833 -6.0276
H -8.6350 2.2882 -6.1783
H -7.3503 1.3696 -6.8998
H -7.7755 3.0510 -7.4910
H -6.8509 4.1034 -5.4171
H -6.4300 1.4752 -3.8760
H -7.9328 2.4111 -3.8712
H -6.3539 4.8718 -1.9075
H -7.7869 3.8035 -1.8521
H -7.5355 4.9758 -3.1839
H -4.9363 2.4611 -5.2800
H -5.0049 3.9204 -6.1180
C 0.9564 -8.4632 0.1756
C 0.7280 -7.8328 -1.1607
C 0.2240 -8.7812 -2.2214
O -1.1142 -9.2533 -1.8623
C -1.8069 -10.0649 -2.8545
N -0.1742 -6.6503 -1.1253
H 1.1441 -7.7229 0.9534
H 1.8484 -9.0809 0.2803
H 0.1439 -9.0993 0.5266
H 1.6376 -7.3586 -1.5295
H 0.8663 -9.6593 -2.2882
H 0.1707 -8.3457 -3.2192
H -1.7006 -11.1009 -2.5329
H -1.3092 -9.8878 -3.8079
H -2.8924 -9.9672 -2.8714
H -1.1524 -6.8834 -1.0310
H -0.0699 -6.2634 -2.0524
C -1.2812 -0.1087 10.1489
C -0.6482 0.7179 8.9451
C -1.7036 0.9580 7.8788
O -1.1904 1.7905 6.8327
C -2.2887 2.2254 6.0059
N -0.1488 1.9399 9.4797
H -2.1628 0.4344 10.4893
H -0.5743 -0.3278 10.9491
H -1.5490 -1.1024 9.7898
H 0.2144 0.1665 8.5710
H -2.5702 1.3983 8.3718
H -2.1009 0.0788 7.3716
H -2.9557 2.9255 6.5090
H -2.8308 1.3922 5.5586
H -1.9546 2.7462 5.1086
H 0.4184 2.5329 8.8908
H 0.3892 1.6074 10.2672
C -5.1734 -8.5799 2.3410
C -6.5182 -8.7658 2.9456
C -7.5507 -7.9574 2.2237
O -7.1019 -6.6408 1.8818
C -7.0418 -5.7962 3.0102
N -6.8431 -10.1498 3.0317
H -4.9032 -7.5260 2.2741
H -5.1185 -9.0277 1.3488
H -4.3438 -8.9577 2.9386
H -6.4350 -8.3604 3.9540
H -8.4927 -7.8187 2.7542
H -7.8362 -8.3187 1.2357
H -6.5612 -6.2945 3.8521
H -7.9928 -5.4050 3.3716
H -6.3858 -4.9839 2.6974
H -7.8090 -10.1923 2.7396
H -6.2463 -10.6464 2.3858
C -1.7248 7.8543 -0.2888
C -1.3435 9.1517 0.4760
C -2.4997 9.4892 1.4889
O -2.6073 8.4853 2.5070
C -3.5546 8.6217 3.5885
N -0.0369 9.0354 1.0959
H -0.8802 7.5630 -0.9132
H -2.6711 7.9028 -0.8276
H -1.7152 7.0716 0.4698
H -1.4103 9.9786 -0.2310
H -3.3093 9.7137 0.7945
H -2.2982 10.4155 2.0268
H -4.5724 8.7823 3.2331
H -3.2850 9.4634 4.2265
H -3.4657 7.8327 4.3353
H -0.2929 8.5325 1.9336
H 0.0603 9.9081 1.5949
```